1.
{
  "formula": "C37H47BN8ReS3Se2",
  "method": "ωB97M-V with the def2-TZVPD basis set",
  "multiplicity": 4,
  "s2": 3.780,
  "total_charge": 4,
  "lumo_ev": [-13.590, -14.085],
  "species": ["Re", "Se", "Se", "S", "S", "S", "N", "N", "N", "N", "N", "N", "N", "N", "C", "C", "C", "C", "C", "C", "C", "C", "C", "C", "C", "C", "C", "C", "C", "C", "C", "C", "C", "C", "C", "C", "C", "C", "C", "C", "C", "C", "C", "C", "C", "C", "C", "C", "C", "C", "C", "B", "H", "H", "H", "H", "H", "H", "H", "H", "H", "H", "H", "H", "H", "H", "H", "H", "H", "H", "H", "H", "H", "H", "H", "H", "H", "H", "H", "H", "H", "H", "H", "H", "H", "H", "H", "H", "H", "H", "H", "H", "H", "H", "H", "H", "H", "H", "H"],
  "coordinates": [[-0.385, -0.264, 0.290], [-3.265, -2.816, 0.492], [-1.848, -3.883, 1.983], [-2.611, 0.361, 1.260], [1.196, -1.841, -0.284], [0.413, 1.679, -0.415], [2.390, -0.591, 1.753], [1.357, 1.719, 2.055], [0.154, -0.411, 3.080], [0.887, -0.933, 4.200], [-0.490, -1.438, 2.236], [-1.494, -1.499, -1.304], [3.375, -0.207, 2.557], [1.789, 2.176, 3.221], [2.725, 2.891, 5.656], [-4.466, -1.035, 3.455], [-1.070, -1.200, -2.552], [0.926, -2.536, 6.015], [-1.078, 0.780, 4.998], [2.099, 4.269, 2.135], [-2.290, -1.316, 4.866], [4.698, -1.932, 1.612], [-2.341, -2.541, -1.169], [1.214, 2.462, 0.961], [3.984, 4.682, 4.441], [6.968, -1.008, 3.114], [-3.053, -0.692, 3.702], [5.633, -0.319, 3.398], [-2.318, -2.980, -3.520], [-0.096, -2.857, 7.115], [-1.104, -2.304, 4.380], [0.264, -1.840, 4.849], [2.507, -1.565, 0.846], [2.613, 4.002, 4.614], [1.571, 5.045, 5.060], [3.838, -3.438, -0.226], [1.609, 3.804, 0.934], [-1.466, -1.901, -3.675], [4.533, -0.837, 2.490], [2.154, 3.449, 3.286], [-1.763, -0.136, 5.665], [5.209, -0.582, 4.853], [2.054, -1.675, 6.584], [-2.766, -3.302, -2.241], [3.691, -2.319, 0.759], [-1.062, -2.383, 2.876], [5.775, 1.196, 3.174], [-0.966, 0.614, 3.511], [1.492, -3.850, 5.437], [1.477, 4.651, -0.296], [-2.278, 0.137, 2.915], [1.067, 0.204, 1.907], [3.445, 2.130, 5.351], [1.663, -0.747, 7.006], [-1.968, -0.073, 6.726], [0.584, 4.596, 5.191], [7.282, -0.887, 2.075], [1.485, 5.871, 4.353], [-0.389, -0.364, -2.656], [0.716, -4.466, 4.972], [1.969, 4.187, -1.152], [-0.636, 1.653, 5.460], [4.306, 5.067, 5.408], [-0.599, -1.963, 7.486], [-2.967, -1.922, 5.463], [-3.450, -4.124, -2.083], [-1.325, -3.287, 4.786], [6.535, 1.589, 3.847], [-4.990, -0.257, 2.902], [1.879, 5.466, 6.017], [3.062, 3.321, 6.598], [-2.642, -3.562, -4.373], [-1.106, -1.599, -4.648], [2.425, 5.299, 2.206], [-0.696, 1.556, 3.049], [6.948, -2.071, 3.364], [4.742, 3.981, 4.090], [3.951, 5.531, 3.758], [0.437, -3.289, 7.962], [5.047, -1.646, 5.039], [-4.523, -1.954, 2.852], [0.425, 4.796, -0.553], [4.833, 1.707, 3.379], [1.919, 5.632, -0.139], [-0.842, -3.594, 6.812], [3.731, -3.074, -1.250], [6.086, 1.420, 2.152], [1.922, -4.435, 6.249], [3.075, -4.203, -0.064], [5.644, -2.457, 1.587], [2.275, -3.648, 4.704], [1.765, 2.401, 5.834], [7.736, -0.552, 3.737], [2.553, -2.223, 7.382], [5.997, -0.242, 5.524], [4.294, -0.035, 5.090], [4.814, -3.907, -0.135], [-4.987, -1.251, 4.389], [2.791, -1.426, 5.823]],
  "forces_ev_per_a": [[-0.1, -0.5, 0.3], [0.0, 0.0, -0.1], [0.1, 0.0, 0.0], [0.0, 0.1, 0.1], [-0.2, 0.0, 0.0], [-0.2, 0.1, -0.2], [-0.1, 0.0, -0.1], [0.0, -0.1, -0.1], [-0.2, 0.1, -0.1], [0.1, 0.0, 0.1], [0.2, 0.0, -0.1], [0.3, 0.2, -0.2], [-0.1, 0.0, 0.0], [0.0, 0.0, 0.0], [0.0, 0.0, 0.0], [0.0, 0.0, -0.1], [-0.1, -0.1, 0.1], [0.0, 0.0, 0.0], [0.0, 0.0, 0.0], [0.0, 0.0, 0.0], [0.0, 0.1, 0.0], [0.0, 0.1, 0.0], [0.0, 0.0, 0.1], [0.0, -0.1, 0.2], [0.0, 0.0, 0.0], [0.0, 0.0, 0.0], [0.0, 0.0, -0.1], [0.0, 0.0, 0.0], [0.0, 0.0, 0.0], [0.0, 0.0, 0.0], [-0.1, 0.0, 0.0], [0.0, -0.1, 0.0], [0.1, 0.0, 0.1], [0.0, 0.0, 0.1], [0.0, 0.0, 0.0], [0.0, 0.0, 0.0], [0.0, 0.1, -0.1], [0.0, 0.0, 0.0], [0.1, -0.1, 0.0], [0.1, 0.0, -0.1], [0.0, -0.1, 0.0], [0.0, 0.0, -0.1], [0.0, 0.0, -0.1], [0.0, 0.0, 0.0], [0.0, 0.0, -0.1], [0.0, 0.0, 0.0], [0.0, 0.0, 0.0], [-0.1, -0.1, 0.0], [0.0, 0.0, 0.0], [0.0, 0.0, 0.0], [0.0, 0.1, 0.1], [0.2, 0.0, -0.1], [0.0, 0.0, 0.0], [0.0, 0.0, 0.0], [0.0, 0.0, 0.0], [0.0, 0.0, 0.0], [0.0, 0.0, 0.0], [0.0, 0.0, 0.0], [0.0, 0.0, 0.0], [0.0, 0.0, 0.0], [0.0, 0.0, 0.0], [0.0, 0.0, 0.0], [0.0, 0.0, 0.0], [0.0, 0.0, 0.0], [0.0, 0.0, 0.0], [0.0, 0.0, 0.0], [0.0, 0.0, 0.0], [0.0, 0.0, 0.0], [0.0, 0.0, 0.0], [0.0, 0.0, 0.0], [0.0, 0.0, 0.0], [0.0, 0.0, 0.0], [0.0, 0.0, 0.0], [0.0, 0.0, 0.0], [0.0, 0.0, 0.0], [0.0, 0.0, 0.0], [0.0, 0.0, 0.0], [0.0, 0.0, 0.0], [0.0, 0.0, 0.0], [0.0, 0.0, 0.0], [0.0, 0.0, 0.1], [0.0, 0.0, 0.0], [0.0, 0.0, 0.0], [0.0, 0.0, 0.0], [0.0, 0.0, 0.0], [0.0, 0.0, 0.0], [0.0, 0.0, 0.0], [0.0, 0.0, 0.0], [0.0, 0.0, 0.0], [0.0, 0.0, 0.0], [0.0, 0.0, 0.0], [0.0, 0.0, 0.0], [0.0, 0.0, 0.0], [0.0, 0.0, 0.0], [0.0, 0.0, 0.0], [0.0, 0.0, 0.0], [0.0, 0.0, 0.0], [0.0, 0.0, 0.0], [0.0, 0.0, 0.0]],
  "lowdin_charge": [0.947, 0.778, 0.847, 0.848, 0.825, 0.837, 0.012, -0.030, -0.055, 0.238, -0.088, -0.174, 0.210, 0.217, -0.034, 0.012, -0.133, -0.521, 0.017, 0.134, -0.103, 0.133, -0.615, -0.460, -0.007, -0.036, -0.181, -0.533, 0.036, -0.006, -0.132, -0.174, -0.484, -0.542, -0.010, -0.021, -0.194, 0.019, -0.143, -0.148, 0.025, -0.024, -0.017, -0.046, -0.207, -0.575, -0.026, -0.163, 0.002, -0.010, -0.541, -0.660, 0.068, 0.100, 0.147, 0.090, 0.102, 0.095, 0.104, 0.091, 0.103, 0.130, 0.111, 0.090, 0.165, 0.126, 0.132, 0.108, 0.111, 0.110, 0.109, 0.147, 0.142, 0.149, 0.130, 0.099, 0.083, 0.092, 0.115, 0.094, 0.074, 0.108, 0.047, 0.108, 0.095, 0.102, 0.101, 0.115, 0.100, 0.139, 0.091, 0.069, 0.108, 0.112, 0.110, 0.057, 0.106, 0.125, 0.049]
}



2.
{
  "formula": "C6H13N2O3S",
  "method": "ωB97M-V with the def2-TZVPD basis set",
  "multiplicity": 3,
  "s2": 2.007,
  "total_charge": -1,
  "lumo_ev": [3.685, 2.329],
  "species": ["S", "O", "O", "O", "N", "N", "C", "C", "C", "C", "C", "C", "H", "H", "H", "H", "H", "H", "H", "H", "H", "H", "H", "H", "H"],
  "coordinates": [[0.876, 2.840, -0.725], [1.079, 4.288, -0.723], [0.332, 2.352, 0.565], [-0.621, 2.809, -1.612], [-0.690, 0.011, -1.900], [-1.942, 0.023, -1.920], [-1.292, -0.814, 0.407], [1.651, -1.117, 0.707], [-0.253, -0.252, -0.543], [0.602, -1.540, 1.727], [-0.672, -0.581, 1.803], [1.029, -1.142, -0.653], [0.874, -2.193, -1.085], [-1.364, -1.890, 0.030], [2.020, -0.127, 0.983], [2.378, -1.860, 0.664], [-0.274, 0.429, 1.720], [-0.816, 3.605, -2.065], [0.190, -2.513, 1.407], [-1.309, -0.758, 2.624], [0.012, 0.804, -0.131], [1.707, -0.740, -1.385], [-2.270, -0.383, 0.123], [0.979, -1.688, 2.760], [-2.228, 0.436, -2.781]],
  "forces_ev_per_a": [[-1.4, 0.7, -0.2], [0.8, 0.7, 0.1], [0.6, 0.5, 0.3], [0.1, -2.0, 0.5], [-0.2, -1.6, 1.8], [-1.2, 0.0, -2.6], [-0.5, -1.1, -1.3], [-1.4, 0.2, 0.7], [3.1, 1.6, -0.5], [-1.4, -0.2, 1.5], [2.0, -1.1, -2.9], [-1.2, 0.4, -0.3], [-0.4, 1.1, 1.0], [-0.2, 0.7, 1.2], [0.3, -0.1, -0.3], [1.9, -1.0, 0.6], [-0.4, 0.3, 0.8], [0.3, 1.5, -0.4], [0.3, 0.1, 0.2], [-0.6, -0.2, 1.0], [-0.1, -2.3, -0.5], [0.3, 0.7, -0.4], [0.5, 0.2, 0.8], [0.3, 0.2, -0.5], [-1.4, 0.9, -0.6]],
  "lowdin_charge": [0.631, -0.531, -0.522, -0.348, -0.022, 0.015, -0.182, -0.224, -0.402, -0.197, -0.141, -0.174, 0.131, 0.122, 0.121, 0.077, 0.083, -0.009, 0.097, 0.080, 0.065, 0.090, 0.095, 0.098, 0.050]
}



3.
{
  "formula": "C35H43CeClP2Si2",
  "method": "ωB97M-V with the def2-TZVPD basis set",
  "multiplicity": 2,
  "s2": 0.759,
  "total_charge": 1,
  "lumo_ev": [-4.279, -4.265],
  "species": ["Ce", "Cl", "P", "P", "Si", "Si", "C", "C", "C", "C", "C", "C", "C", "C", "C", "C", "C", "C", "C", "C", "C", "C", "C", "C", "C", "C", "C", "C", "C", "C", "C", "C", "C", "C", "C", "C", "C", "C", "C", "C", "C", "H", "H", "H", "H", "H", "H", "H", "H", "H", "H", "H", "H", "H", "H", "H", "H", "H", "H", "H", "H", "H", "H", "H", "H", "H", "H", "H", "H", "H", "H", "H", "H", "H", "H", "H", "H", "H", "H", "H", "H", "H", "H", "H"],
  "coordinates": [[0.000, 0.000, 0.000], [-6.643, 3.574, -0.517], [0.541, -1.328, 2.565], [-1.591, -2.478, 0.230], [-1.930, 1.340, -0.900], [-7.482, 4.683, -2.078], [2.346, -1.336, 2.912], [2.235, 0.364, 0.239], [-0.296, -1.345, 4.194], [-1.327, 3.017, -1.569], [2.062, -0.923, -0.318], [-0.762, 4.497, -3.414], [1.730, 1.315, -0.678], [-0.233, 5.429, -2.533], [-0.246, 5.160, -1.170], [-2.707, -1.587, 1.384], [-4.660, 8.224, -3.175], [-7.797, 3.594, -3.550], [-9.340, 2.489, -5.053], [-1.305, 3.311, -2.935], [-6.971, 2.271, -5.399], [1.448, -0.766, -1.586], [-6.298, 6.582, -3.802], [-4.937, 0.007, -3.509], [-0.780, 3.969, -0.703], [1.245, 0.614, -1.807], [-9.101, 3.290, -3.945], [-2.192, -0.244, -3.288], [-5.480, 7.651, -4.136], [-8.274, 1.978, -5.779], [-0.445, -3.269, -0.939], [-4.660, 7.725, -1.880], [-2.862, -0.876, -4.326], [-6.736, 3.074, -4.295], [-6.310, 6.068, -2.502], [0.375, -3.111, 2.289], [-4.255, 0.648, -2.484], [-1.074, -3.378, 1.826], [-5.479, 6.657, -1.547], [-4.241, -0.759, -4.436], [-2.870, 0.533, -2.343], [-6.139, 1.873, -5.965], [0.798, 1.069, -2.674], [-0.762, 4.697, -4.478], [-8.780, 5.178, -1.564], [-0.671, -4.356, -0.978], [-2.172, -1.005, 2.151], [-1.121, -0.370, -3.198], [-1.726, -3.272, 2.714], [-3.464, -2.266, 1.835], [-4.019, 9.056, -3.435], [-4.018, 8.166, -1.129], [2.665, -0.324, 3.231], [2.348, -1.856, 0.137], [-5.715, 3.299, -4.009], [2.541, -2.018, 3.765], [-0.618, -2.851, -1.950], [1.075, -3.412, 1.487], [-10.356, 2.261, -5.347], [0.606, -3.157, -0.645], [-1.366, -1.605, 4.137], [-9.941, 3.680, -3.382], [-4.811, 1.249, -1.774], [-3.273, -0.849, 0.785], [0.161, 5.882, -0.472], [1.179, -1.562, -2.261], [-1.728, 2.605, -3.639], [-4.769, -1.257, -5.239], [-0.190, -0.349, 4.668], [-3.066, 1.718, 0.029], [-1.148, -4.468, 1.604], [-5.460, 6.269, -0.537], [0.189, 6.355, -2.904], [2.987, -1.689, 2.093], [-6.923, 6.137, -4.566], [2.672, 0.581, 1.199], [-0.766, 3.774, 0.363], [1.689, 2.382, -0.544], [-6.012, 0.109, -3.591], [0.634, -3.706, 3.189], [0.208, -2.084, 4.857], [-5.479, 8.034, -5.148], [-2.310, -1.467, -5.046], [-8.458, 1.352, -6.643]],
  "forces_ev_per_a": [[-9.2, -3.0, 7.5], [0.0, 0.1, -0.2], [0.7, -0.9, 0.9], [1.3, -1.6, 4.4], [-4.1, 3.5, -2.6], [0.0, 0.1, 0.1], [0.4, 0.3, 1.5], [3.5, 0.6, -1.0], [0.6, 0.6, 1.1], [0.0, 0.1, 0.0], [3.0, -0.1, -1.4], [0.0, 0.0, 0.0], [3.1, 0.4, -1.1], [0.0, 0.0, 0.1], [0.1, 0.1, 0.0], [-3.3, 2.3, -1.6], [0.0, 0.0, 0.0], [0.0, 0.0, 0.0], [0.0, 0.0, 0.0], [0.0, 0.0, 0.0], [0.0, 0.0, 0.0], [2.3, -0.7, -1.1], [0.0, 0.0, 0.1], [0.0, 0.0, 0.0], [0.0, -0.1, -0.1], [1.8, 1.1, -1.8], [0.1, 0.0, 0.0], [-0.1, -0.1, 0.2], [0.0, 0.0, 0.0], [0.0, 0.0, 0.0], [-0.5, -1.1, -2.2], [0.0, 0.0, 0.0], [0.0, -0.1, -0.1], [-0.1, 0.0, 0.0], [0.0, 0.0, 0.0], [-0.4, -0.7, -1.0], [-0.1, 0.0, 0.1], [1.1, -2.2, -0.3], [0.0, 0.0, -0.1], [0.1, 0.1, 0.0], [0.1, -0.2, 0.2], [0.0, 0.0, 0.0], [-0.1, 0.1, -0.1], [0.0, 0.0, 0.0], [0.1, -0.1, 0.0], [0.0, 0.7, 0.0], [0.2, -0.5, -0.4], [0.2, 0.0, -0.1], [0.0, 0.3, -0.9], [0.8, 0.3, -0.4], [0.0, 0.0, 0.0], [0.0, 0.0, 0.0], [0.0, -0.6, -0.2], [-0.1, 0.0, 0.1], [0.1, 0.0, 0.0], [-0.1, 0.3, -0.4], [0.2, -0.3, 0.5], [-0.2, 0.0, 0.3], [0.0, 0.0, 0.0], [-0.5, 0.3, 0.1], [0.5, 0.2, -0.1], [0.0, 0.0, 0.0], [0.0, 0.0, 0.0], [-0.1, -0.1, 0.5], [0.0, 0.0, 0.0], [0.0, 0.0, 0.0], [0.0, 0.0, -0.1], [0.0, 0.0, 0.0], [-0.2, -0.5, -0.1], [0.2, -0.1, 0.1], [0.1, 0.4, 0.1], [0.0, 0.0, 0.0], [0.0, 0.0, 0.0], [-0.5, 0.3, 0.1], [0.0, 0.0, 0.0], [-0.1, 0.0, 0.1], [-0.1, 0.1, 0.2], [-0.2, 0.2, 0.1], [0.0, 0.0, 0.0], [-0.1, 0.4, -0.4], [-0.3, 0.4, -0.4], [0.0, 0.0, 0.0], [0.0, 0.0, 0.0], [0.0, 0.0, 0.0]],
  "lowdin_charge": [0.622, 0.272, 0.829, 0.897, 0.544, 0.341, -0.256, -0.222, -0.246, -0.329, -0.234, -0.076, -0.178, -0.084, -0.088, -0.284, -0.083, -0.333, -0.080, -0.096, -0.096, -0.211, -0.100, -0.077, -0.136, -0.208, -0.102, -0.128, -0.082, -0.079, -0.255, -0.085, -0.082, -0.115, -0.322, -0.408, -0.095, -0.412, -0.114, -0.076, -0.335, 0.103, 0.131, 0.106, -0.008, 0.073, 0.030, 0.080, 0.073, 0.082, 0.103, 0.102, 0.057, 0.114, 0.106, 0.065, 0.054, 0.076, 0.105, 0.034, 0.047, 0.096, 0.077, 0.030, 0.104, 0.126, 0.096, 0.107, 0.057, 0.003, 0.090, 0.081, 0.105, 0.051, 0.101, 0.118, 0.096, 0.142, 0.105, 0.106, 0.067, 0.104, 0.105, 0.104]
}